{
  "formula": "C36H94O36S11",
  "method": "wB97M-V/def2-TZVPD",
  "homo_lumo_gap_ev": 10.66,
  "e_lumo_ha": 0.00180,
  "smiles": "CCOS(C)(=O)=O.CCOS(C)(=O)=O.CCOS(C)(=O)=O.CCOS(C)(=O)=O.CCOS(C)(=O)=O.CCOS(C)(=O)=O.CCOS(C)(=O)=O.CCOS(C)(=O)=O.CCOS(C)(=O)=O.CCOS(C)(=O)=O.CCOS(C)(=O)=O.COC(=O)OC",
  "total_charge": 0,
  "elements": ["C", "C", "O", "S", "C", "O", "O", "H", "H", "H", "H", "H", "H", "H", "H", "C", "C", "O", "S", "C", "O", "O", "H", "H", "H", "H", "H", "H", "H", "H", "C", "C", "O", "S", "C", "O", "O", "H", "H", "H", "H", "H", "H", "H", "H", "C", "C", "O", "S", "C", "O", "O", "H", "H", "H", "H", "H", "H", "H", "H", "C", "C", "O", "S", "C", "O", "O", "H", "H", "H", "H", "H", "H", "H", "H", "C", "C", "O", "S", "C", "O", "O", "H", "H", "H", "H", "H", "H", "H", "H", "C", "C", "O", "S", "C", "O", "O", "H", "H", "H", "H", "H", "H", "H", "H", "C", "C", "O", "S", "C", "O", "O", "H", "H", "H", "H", "H", "H", "H", "H", "C", "C", "O", "S", "C", "O", "O", "H", "H", "H", "H", "H", "H", "H", "H", "C", "C", "O", "S", "C", "O", "O", "H", "H", "H", "H", "H", "H", "H", "H", "C", "C", "O", "S", "C", "O", "O", "H", "H", "H", "H", "H", "H", "H", "H", "C", "O", "C", "O", "O", "C", "H", "H", "H", "H", "H", "H"],
  "positions_angstrom": [[-1.556, 5.221, 1.036], [-0.104, 5.270, 0.826], [0.178, 4.327, -0.212], [1.609, 4.255, -0.874], [2.437, 3.221, 0.395], [1.446, 3.477, -2.046], [2.226, 5.523, -0.983], [-2.036, 5.489, 0.060], [-1.849, 5.915, 1.773], [-2.008, 4.264, 1.489], [0.068, 6.302, 0.444], [0.512, 5.160, 1.757], [1.750, 2.418, 0.692], [2.741, 3.860, 1.241], [3.281, 2.770, -0.060], [3.937, -1.679, -2.287], [3.382, -2.305, -3.512], [2.379, -3.308, -3.102], [1.806, -4.386, -4.059], [0.485, -3.527, -4.926], [2.718, -4.881, -4.965], [1.220, -5.299, -3.138], [4.837, -1.108, -2.378], [4.082, -2.462, -1.550], [3.335, -0.941, -1.836], [2.872, -1.550, -4.124], [4.114, -2.845, -4.073], [0.573, -2.440, -4.922], [-0.392, -3.874, -4.462], [0.527, -3.881, -5.945], [4.262, 2.422, 7.980], [3.019, 2.196, 7.201], [3.447, 1.150, 6.255], [2.450, 0.657, 5.093], [2.429, 2.017, 3.911], [3.176, -0.424, 4.522], [1.142, 0.417, 5.614], [5.003, 2.840, 7.334], [4.667, 1.505, 8.462], [4.237, 3.281, 8.642], [2.201, 1.867, 7.835], [2.602, 3.026, 6.638], [3.473, 2.022, 3.556], [2.141, 2.897, 4.585], [1.747, 1.788, 3.108], [-1.516, 4.083, -3.128], [-2.613, 3.258, -3.656], [-3.837, 3.619, -3.033], [-5.078, 2.660, -3.319], [-6.403, 3.846, -3.074], [-5.057, 2.340, -4.701], [-5.086, 1.613, -2.353], [-1.781, 5.130, -3.256], [-0.518, 3.823, -3.557], [-1.420, 3.951, -2.025], [-2.807, 3.384, -4.743], [-2.443, 2.135, -3.469], [-7.389, 3.440, -3.447], [-6.116, 4.635, -3.757], [-6.476, 4.242, -2.081], [1.875, 0.312, -9.686], [2.492, 0.641, -8.389], [1.697, 1.600, -7.674], [1.398, 1.317, -6.030], [2.656, 2.398, -5.330], [0.105, 1.944, -5.783], [1.720, -0.057, -5.739], [0.864, -0.063, -9.455], [2.439, -0.414, -10.215], [1.788, 1.106, -10.433], [2.500, -0.266, -7.761], [3.486, 1.026, -8.531], [2.597, 2.204, -4.287], [2.468, 3.468, -5.509], [3.611, 2.022, -5.704], [-3.204, 1.512, 0.463], [-3.827, 0.358, -0.180], [-3.560, -0.929, 0.395], [-4.362, -1.383, 1.726], [-3.567, -3.036, 1.824], [-3.850, -0.497, 2.722], [-5.794, -1.485, 1.614], [-3.442, 2.501, 0.014], [-2.098, 1.450, 0.392], [-3.457, 1.544, 1.528], [-4.894, 0.524, -0.296], [-3.410, 0.185, -1.177], [-4.030, -3.826, 1.227], [-3.584, -3.228, 2.918], [-2.495, -2.881, 1.554], [-2.263, -4.269, -2.406], [-1.184, -3.733, -1.498], [-0.913, -4.533, -0.319], [0.380, -4.343, 0.562], [1.225, -5.900, 0.370], [1.139, -3.247, -0.002], [-0.085, -4.185, 1.889], [-2.580, -3.500, -3.137], [-3.163, -4.304, -1.699], [-2.035, -5.283, -2.856], [-0.195, -3.557, -2.003], [-1.499, -2.712, -1.196], [0.517, -6.727, 0.220], [1.978, -5.997, 1.147], [1.707, -5.842, -0.543], [3.048, -3.945, 3.646], [1.798, -3.664, 4.475], [2.141, -3.558, 5.896], [1.219, -4.449, 6.822], [-0.196, -3.432, 6.922], [0.830, -5.632, 6.155], [1.943, -4.446, 8.055], [3.590, -4.760, 4.171], [3.617, -3.036, 3.483], [2.748, -4.339, 2.709], [1.356, -2.733, 4.210], [1.051, -4.445, 4.392], [-0.442, -3.091, 5.863], [-0.219, -2.536, 7.603], [-1.051, -3.978, 7.368], [-4.387, 5.483, 3.650], [-4.311, 4.145, 4.341], [-3.162, 3.493, 3.690], [-2.022, 2.783, 4.556], [-2.720, 1.312, 5.160], [-1.069, 2.419, 3.529], [-1.653, 3.717, 5.565], [-3.413, 5.969, 3.499], [-4.949, 6.145, 4.287], [-4.871, 5.467, 2.661], [-4.093, 4.278, 5.366], [-5.120, 3.563, 4.142], [-3.023, 0.754, 4.255], [-3.612, 1.640, 5.684], [-2.005, 0.839, 5.787], [6.916, -2.206, 4.362], [6.660, -1.011, 3.515], [6.477, -1.518, 2.162], [5.675, -0.552, 1.221], [4.042, -1.223, 1.264], [5.608, 0.806, 1.769], [6.172, -0.688, -0.147], [6.079, -2.838, 4.438], [7.044, -1.831, 5.386], [7.808, -2.679, 4.118], [5.698, -0.575, 3.818], [7.409, -0.227, 3.492], [3.690, -1.150, 2.314], [4.095, -2.250, 0.930], [3.390, -0.758, 0.583], [-5.916, -2.182, -4.280], [-4.721, -1.358, -3.921], [-3.678, -1.729, -4.989], [-2.566, -0.686, -5.386], [-3.363, 0.477, -6.354], [-2.057, 0.000, -4.223], [-1.622, -1.499, -6.111], [-6.571, -2.203, -3.393], [-5.595, -3.226, -4.432], [-6.356, -1.747, -5.166], [-4.824, -0.268, -4.004], [-4.351, -1.650, -2.951], [-3.728, 0.145, -7.346], [-2.641, 1.235, -6.404], [-4.220, 0.738, -5.809], [0.285, 0.203, -2.022], [-0.412, -0.259, -0.771], [0.338, -0.345, 0.332], [1.494, -0.084, 0.436], [-0.411, -0.945, 1.217], [0.098, -0.857, 2.576], [0.827, -0.657, -2.420], [0.949, 1.002, -1.712], [-0.491, 0.482, -2.775], [1.132, -1.208, 2.620], [-0.566, -1.536, 3.091], [-0.001, 0.171, 2.904]],
  "forces_ev_per_a": [[-2.234, -2.001, -0.110], [0.902, 1.563, 0.377], [0.134, 0.017, -0.205], [0.735, -1.674, 1.828], [-1.047, 0.977, -0.040], [-0.233, -0.669, -0.826], [0.179, 1.065, 0.277], [0.063, -0.388, 0.902], [-0.197, 1.316, 0.699], [1.014, 0.963, -1.137], [0.488, -0.692, 0.111], [-0.424, -0.445, -0.898], [0.096, 0.373, -0.114], [-0.199, -0.293, -0.398], [0.946, -0.278, -0.444], [0.350, -0.662, 0.880], [-1.116, 0.256, -0.567], [0.883, 1.181, 0.537], [-3.264, 1.505, 2.019], [1.456, 0.004, -0.301], [3.192, -0.968, -2.810], [-0.713, -0.792, 0.526], [0.967, -0.245, -0.684], [0.302, -0.047, 0.208], [-1.542, 0.621, 0.456], [0.132, -0.357, -0.173], [0.550, -0.177, -0.480], [0.081, -0.156, 0.172], [-1.257, -0.115, 0.516], [-0.076, -0.051, -0.298], [0.937, 0.717, 0.479], [-0.337, -0.939, -0.222], [-1.245, 0.341, -0.448], [0.522, 0.215, 0.065], [0.694, 0.339, 2.246], [0.256, -0.675, -0.510], [-0.342, 0.288, 0.256], [0.830, -0.377, -0.954], [-0.520, 0.735, -0.261], [-0.758, -0.257, 0.847], [-0.079, -0.571, -0.077], [0.454, 0.450, -0.027], [-0.422, 0.422, 0.054], [0.325, -0.903, -1.597], [-0.404, 0.040, 0.026], [0.973, 0.445, 1.314], [0.234, -2.988, -1.528], [-1.685, 0.353, 0.986], [0.093, 1.544, 0.998], [-0.476, -0.546, -1.155], [-0.288, -0.478, -1.065], [-0.317, -0.181, 0.045], [0.355, 0.254, -0.291], [-0.996, 0.293, 0.104], [-0.067, -0.138, -0.737], [0.568, -0.068, 0.500], [-0.067, 1.616, -0.334], [1.258, 0.073, 0.581], [-0.043, 0.308, -0.089], [0.101, -0.138, 0.550], [-1.810, 0.355, -0.639], [0.169, -0.607, 1.064], [-0.734, -0.139, 1.951], [-0.282, 2.208, -1.944], [-0.255, -0.540, -0.621], [1.556, -1.383, -0.272], [-0.491, 0.693, 0.138], [0.301, -0.048, -0.497], [0.551, -1.129, -0.163], [-0.051, 0.424, 0.543], [0.412, 0.269, -0.432], [0.572, 0.286, 0.254], [0.009, -0.048, 1.092], [-0.042, -0.650, -0.275], [-0.066, 0.305, -0.041], [1.890, 1.496, 1.250], [-0.664, -0.542, -2.025], [-1.123, -0.986, 0.964], [1.136, -0.733, -1.393], [0.701, 1.222, 0.964], [0.043, -0.049, 1.228], [0.717, -0.005, -0.486], [-0.311, -0.827, 0.006], [-0.518, -0.084, 0.184], [0.054, 0.221, -0.197], [-0.200, -0.363, 0.091], [-0.223, 0.371, 0.012], [-0.134, 0.465, 0.161], [-0.184, -0.257, -0.690], [-0.887, -0.098, 0.047], [-1.310, -0.916, 1.436], [1.917, 2.140, -1.006], [-0.801, -0.738, -0.358], [0.333, 1.338, -1.581], [-1.067, 0.100, 0.680], [0.092, -0.992, 0.267], [-0.297, -0.309, 1.486], [0.679, -0.498, 0.083], [0.805, -0.598, -1.117], [-0.377, 1.286, 0.436], [-0.976, -0.426, 0.311], [0.122, -0.578, 0.308], [0.091, 0.313, 0.827], [-0.348, -0.201, 0.254], [1.154, 0.390, -2.019], [-0.315, -0.466, 1.617], [0.543, -0.183, 0.020], [-0.197, -0.507, -0.752], [1.395, 1.957, 1.455], [-2.307, 1.508, -0.005], [-0.248, -1.183, -0.294], [-0.520, -0.493, 0.042], [0.112, 0.717, -0.376], [0.327, -0.149, 0.236], [-0.327, -0.247, -1.063], [-0.338, 0.784, -0.240], [0.117, -0.092, -0.403], [0.156, -0.545, 1.398], [1.161, -0.740, -0.839], [0.498, -0.347, -0.724], [-0.279, 0.725, -0.387], [3.352, 1.715, -1.519], [-0.384, -0.976, 0.494], [0.978, 0.704, -2.615], [-1.354, 0.659, -0.989], [-0.193, 0.163, 0.808], [0.126, -0.106, 0.912], [-0.116, -0.467, 0.312], [-0.433, 0.430, 0.125], [0.091, -0.280, 0.370], [0.104, -0.034, 1.195], [-2.412, -1.710, -0.257], [0.316, -0.034, 0.603], [-0.115, -0.319, 0.410], [0.534, -0.516, 0.465], [0.147, 1.990, 1.718], [-1.342, -0.095, 0.054], [0.214, 0.470, -0.343], [-0.849, 1.866, -2.602], [0.937, -0.944, 1.543], [0.358, -1.572, -0.189], [-0.231, -0.162, 1.919], [-0.968, -1.002, -0.386], [0.102, -0.009, -0.034], [1.418, -1.181, -0.618], [0.351, 0.128, 0.032], [0.253, -0.159, 0.130], [0.037, -0.010, -0.706], [0.182, -0.403, 0.208], [-0.504, 1.101, -0.605], [0.209, -0.180, 0.716], [1.260, 0.034, -1.418], [-0.999, 0.396, 1.233], [1.896, -2.189, 0.583], [-0.736, -1.155, -1.612], [-0.756, -0.101, -0.135], [-0.505, 0.689, -0.136], [-0.180, 0.219, -0.583], [-0.156, 0.430, -0.209], [-0.562, -0.316, -0.137], [-0.319, -0.452, 0.361], [0.555, 0.147, 0.183], [0.725, -0.185, 0.578], [0.713, 1.476, -0.312], [-0.965, 0.904, 0.787], [-0.919, -0.583, 0.895], [0.442, 0.801, -1.564], [-1.371, -1.476, -1.935], [1.297, 1.306, 0.261], [-0.265, 0.241, 1.622], [-0.218, -0.510, -0.840], [0.169, 0.067, 0.104], [0.033, 0.135, -0.425], [0.576, -0.048, 1.024], [-0.158, 0.087, -0.018], [0.025, 0.052, 0.513], [-0.044, 0.076, 0.288]],
  "lowdin_charge": [-0.08, -0.28, -0.27, 0.56, -0.08, -0.28, -0.25, 0.10, 0.05, 0.09, 0.13, 0.14, 0.05, 0.08, 0.06, -0.06, -0.20, -0.26, 0.51, -0.08, -0.24, -0.28, 0.08, 0.09, 0.05, 0.10, 0.11, 0.05, 0.03, 0.07, -0.08, -0.24, -0.26, 0.56, -0.09, -0.28, -0.28, 0.07, 0.11, 0.08, 0.12, 0.11, 0.08, 0.09, 0.04, -0.06, -0.29, -0.25, 0.59, -0.10, -0.28, -0.26, 0.09, 0.09, 0.07, 0.13, 0.12, 0.10, 0.06, 0.06, -0.08, -0.30, -0.26, 0.67, -0.10, -0.29, -0.30, 0.10, 0.07, 0.09, 0.11, 0.12, 0.04, 0.09, 0.08, -0.06, -0.30, -0.27, 0.62, -0.08, -0.30, -0.28, 0.09, 0.09, 0.06, 0.11, 0.11, 0.07, 0.08, 0.05, -0.06, -0.26, -0.24, 0.57, -0.08, -0.26, -0.27, 0.07, 0.10, 0.11, 0.10, 0.12, 0.09, 0.07, 0.02, -0.02, -0.25, -0.25, 0.54, -0.14, -0.26, -0.27, 0.11, 0.05, 0.04, 0.08, 0.09, 0.09, 0.09, 0.08, -0.06, -0.20, -0.29, 0.56, -0.10, -0.30, -0.27, 0.08, 0.07, 0.09, 0.10, 0.09, 0.05, 0.08, 0.07, -0.05, -0.24, -0.24, 0.61, -0.12, -0.31, -0.30, 0.06, 0.10, 0.06, 0.10, 0.13, 0.05, 0.07, 0.02, -0.06, -0.19, -0.28, 0.55, -0.11, -0.30, -0.28, 0.09, 0.09, 0.08, 0.08, 0.11, 0.11, 0.05, 0.02, 0.05, -0.02, -0.67, 0.11, 0.00, 0.01, 0.09, 0.07, 0.08, 0.08, 0.09, 0.07]
}